Record 1
21
Properties=species:S:1:pos:R:3:mulliken_spin:R:1 method="wB97M-V/def2-TZVPD" spin_multiplicity=2 s2=0.75 charge=-1 e_above_lowest_kj_mol=44.7 homo_energy_ev="0.974 / -6.589"
C 0.024 2.589 0.641 0.0862
C -0.627 2.270 -0.723 -0.0962
C 0.094 1.063 -1.371 0.2919
C -0.464 0.539 -2.727 0.1283
S 0.865 -0.188 -3.787 0.1246
H -0.443 3.475 1.068 -0.0045
H 1.021 2.880 0.364 -0.0017
H -0.128 1.681 1.272 -0.0399
H -1.666 1.958 -0.588 0.0004
H -0.539 3.184 -1.299 -0.0129
H 1.171 1.225 -1.433 0.0731
H -0.053 0.238 -0.660 -0.1295
H -1.244 -0.203 -2.704 -0.0561
H -0.827 1.446 -3.277 -0.0084
H 1.223 -1.064 -2.831 -0.0841
H -0.072 -5.510 2.225 -0.5263
H 0.933 -4.319 1.945 -0.2953
O -0.009 -4.544 2.034 1.3110
H 0.193 -3.000 3.749 -0.1681
H -0.088 -1.553 4.137 -0.0950
O 0.639 -2.167 3.965 0.5024

Record 2
21
Properties=species:S:1:pos:R:3:mulliken_spin:R:1 method="wB97M-V/def2-TZVPD" spin_multiplicity=2 s2=0.75 charge=-1 e_above_lowest_kj_mol=52.2 homo_energy_ev="0.791 / -6.333"
C -1.078 1.576 -0.872 0.1625
C -1.695 0.634 0.182 -0.0505
C -0.787 -0.477 0.641 0.3052
C -0.009 -0.083 1.957 0.6826
S -0.996 0.477 3.376 0.0524
H -0.415 2.299 -0.401 -0.0302
H -0.405 0.974 -1.488 0.0155
H -1.813 2.115 -1.465 -0.0302
H -2.656 0.301 -0.210 -0.0235
H -2.063 1.159 1.079 -0.0425
H -0.042 -0.577 -0.154 0.1643
H -1.167 -1.448 0.942 -0.1969
H 0.652 0.755 1.703 -0.0651
H 0.767 -0.833 2.129 -0.4999
H -1.362 -0.740 3.850 -0.0083
H 2.788 -1.347 -0.058 -0.2046
H 4.022 -0.443 -0.318 -0.2879
O 3.065 -0.425 -0.232 0.8281
H 0.951 -1.164 -2.754 -0.0348
H 1.167 -1.076 -4.337 -0.0829
O 1.076 -1.678 -3.569 0.3467

Record 3
21
Properties=species:S:1:pos:R:3:mulliken_spin:R:1 method="wB97M-V/def2-TZVPD" spin_multiplicity=2 s2=0.75 charge=-1 e_above_lowest_kj_mol=276.1 homo_energy_ev="0.721 / -5.420"
C 0.315 3.219 -0.896 0.1651
C 0.499 1.691 -1.294 0.1118
C -0.813 0.986 -0.666 0.1775
S -0.939 -0.610 -1.661 0.0604
C -0.153 -2.030 -0.583 0.3528
H -0.480 3.696 -1.405 -0.0439
H 1.394 3.769 -1.076 0.0149
H -0.100 3.368 0.032 -0.0887
H 0.219 1.538 -2.367 -0.0153
H 1.495 1.414 -0.851 -0.0629
H -0.621 0.680 0.425 0.0475
H -1.942 1.512 -0.575 -0.0506
H 0.065 -2.991 -1.139 -0.1154
H -0.827 -2.239 0.177 -0.0708
H 0.982 -1.673 -0.189 -0.0302
H 0.151 0.847 3.094 -0.3934
H 1.470 0.904 3.328 -0.1144
O 0.924 1.009 2.556 0.9093
H 0.102 -4.838 0.785 -0.0859
H -1.007 -4.986 1.610 -0.1321
O -0.735 -5.266 0.694 0.3641

Record 4
21
Properties=species:S:1:pos:R:3:mulliken_charge:R:1 method="wB97M-V/def2-TZVPD" e_above_lowest_kj_mol=105.7 homo_energy_ev=-8.465
C 2.874 0.762 -0.618 -1.1702
C 1.988 -0.467 -0.866 -0.4235
C 0.572 -0.320 -0.281 -0.5994
S -0.180 1.291 -0.444 -0.1409
C -1.207 1.229 1.093 -0.3319
H 2.560 1.745 -0.970 0.3842
H 3.025 0.988 0.450 0.3081
H 3.868 0.532 -1.019 0.3291
H 2.488 -1.243 -0.300 0.2581
H 1.847 -0.607 -1.932 0.3039
H 0.768 -0.513 0.778 0.3004
H -0.186 -1.089 -0.557 0.4420
H -0.892 0.333 1.680 -0.2488
H -1.081 2.215 1.530 0.3066
H -2.245 1.022 0.813 0.2904
O -2.634 -0.672 -2.651 -0.6041
H -3.591 -0.787 -2.658 0.3018
H -2.665 0.288 -2.788 0.3067
O -1.508 -1.810 3.014 -0.6561
H -2.429 -1.860 3.273 0.2887
H -1.371 -1.036 2.454 0.3550

| no. | F_max (Eh/bohr) | electronic energy (Ha) |
| --- | --- | --- |
| 1 | 0.044 | -709.40773 |
| 2 | 0.039 | -709.40487 |
| 3 | 0.093 | -709.31958 |
| 4 | 0.036 | -709.42540 |